Entry 1:
The ion C6H8N3O with charge +1 in a non-equilibrium geometry, computed with the ωB97M-V functional and the def2-TZVPD basis.

Geometry as XYZ:
```
18
Properties=species:S:1:pos:R:3:forces:R:3
C 1.528 -2.032 -0.051 -4.51 1.57 -0.12
C 0.049 -0.712 0.893 -0.87 3.78 2.44
C 0.225 1.575 2.464 0.25 0.95 -0.29
C 0.049 2.768 1.531 0.37 -2.16 -0.75
C -1.297 -1.568 -1.993 -1.62 0.92 0.61
C -0.012 -0.956 -1.499 -0.57 2.16 -2.37
N 2.581 -2.338 0.124 4.85 -1.90 0.59
N -0.176 0.105 1.690 -0.31 -0.42 -0.12
N 0.328 -1.370 -0.138 2.41 -3.24 -2.14
O 0.685 1.448 3.514 -0.43 -0.15 -0.53
H -0.857 2.941 0.995 -1.33 -0.17 0.63
H 0.667 2.624 0.664 0.94 -0.62 -0.34
H 0.455 3.617 1.975 0.26 1.44 1.26
H -1.169 -2.492 -2.513 0.30 -0.68 -0.11
H -2.038 -1.730 -1.161 0.61 0.28 -0.85
H -1.727 -0.861 -2.725 -0.02 -0.37 0.36
H -0.045 0.190 -1.472 -0.14 -1.56 -0.08
H 0.754 -1.209 -2.299 -0.18 0.15 1.80
```
Positions in Å, forces in eV/Å.

Net charge: +1
E_LUMO: -0.159 Eh
Structure (SMILES): CC[N+](=C=NC(C)=O)C#N
Frontier orbital gap: 11.15 eV
Energy relative to the best compared isomer or geometry (same formula, charge and spin): 105.54 kcal/mol



Entry 2:
A structure of composition C37H47AsCeN5O7SeSi in a non-equilibrium geometry, computed with the ωB97M-V functional and the def2-TZVPD basis.

Geometry as XYZ:
```
100
Properties=species:S:1:pos:R:3:forces:R:3
Ce -1.078 0.050 -2.519 -1.30 -1.04 1.71
C -4.523 -0.960 -2.638 -0.18 -0.72 -0.42
N -3.759 0.285 -2.371 -0.17 -0.14 -0.56
C -4.016 0.705 -0.952 1.16 0.62 -1.26
C -4.247 1.281 -3.390 0.07 -0.90 -0.08
C -3.186 2.240 -3.828 0.01 1.04 0.22
N -1.966 1.632 -4.369 1.24 -0.47 -0.48
C -2.155 0.756 -5.544 -1.21 -0.48 -1.75
C -1.051 2.756 -4.681 1.13 0.84 0.76
H -5.633 -0.754 -2.675 1.02 -0.23 0.46
H -4.256 -1.768 -1.903 -0.35 0.90 -0.70
H -4.264 -1.296 -3.660 -0.02 -0.10 0.57
H -4.537 -0.092 -0.468 -0.66 0.01 0.50
H -4.466 1.691 -1.006 -0.55 -0.14 0.56
H -3.070 0.842 -0.439 0.22 -0.03 0.30
H -5.106 1.842 -3.012 0.01 -0.04 0.05
H -4.599 0.703 -4.258 0.09 0.21 0.27
H -2.830 2.830 -2.955 -0.40 -0.07 -0.55
H -3.602 2.918 -4.607 0.09 -0.18 0.50
H -3.017 1.094 -6.244 1.38 -0.21 1.13
H -2.405 -0.284 -5.272 -0.10 0.39 0.24
H -1.247 0.633 -6.183 -0.51 0.55 0.74
H -1.477 3.495 -5.365 -0.31 -0.29 -0.22
H -0.039 2.496 -5.087 -1.03 -0.40 0.34
H -0.876 3.305 -3.726 -0.07 -0.40 -0.67
O -1.094 -3.274 0.548 -0.98 1.86 -1.99
C -1.442 -2.729 -0.509 0.60 -2.91 -0.35
O -1.706 -1.506 -0.822 0.68 1.75 0.17
C -1.492 -3.663 -1.804 -0.04 0.84 -0.33
C -1.687 -5.039 -1.748 0.95 0.21 0.26
C -1.390 -5.874 -2.842 -1.80 0.64 0.24
C -1.081 -5.408 -4.109 0.30 0.61 0.34
C -1.060 -4.028 -4.195 1.21 1.29 0.77
C -1.299 -3.127 -3.102 -0.60 -0.87 -0.28
O -1.477 -1.833 -3.416 0.67 0.94 0.58
N -0.456 -3.416 -5.385 -0.75 -0.88 -2.81
O 0.156 -2.348 -5.327 -0.52 -1.42 -0.04
O -0.648 -4.074 -6.444 0.75 1.71 2.15
N -1.796 -7.241 -2.663 0.46 -4.45 1.12
O -2.190 -7.568 -1.528 0.25 0.81 -1.75
O -1.632 -8.115 -3.551 -0.28 2.68 1.02
H -2.022 -5.451 -0.793 0.31 -0.09 -0.43
H -0.821 -6.026 -4.969 -0.25 0.08 0.41
C 0.501 5.681 -1.485 -0.39 0.27 0.75
Si 1.142 3.915 -1.346 -0.42 -0.11 0.47
C 2.049 3.271 -2.842 -0.76 -0.85 -1.65
C 2.153 3.750 0.186 1.12 0.04 0.11
Se -0.756 2.630 -0.972 -0.26 -1.47 -0.75
H 0.527 5.937 -2.526 -0.09 0.32 -0.72
H 1.131 6.443 -0.955 -0.54 -0.78 -0.30
H -0.572 5.778 -1.155 1.15 -0.10 -0.16
H 3.116 3.426 -2.753 0.38 -0.17 0.13
H 1.766 3.778 -3.787 0.03 0.14 0.53
H 1.832 2.188 -3.119 0.48 1.08 0.81
H 2.816 4.627 0.266 -0.08 -0.21 -0.09
H 2.788 2.858 0.291 -0.21 0.12 -0.34
H 1.553 3.760 1.074 -0.60 0.09 0.52
C 4.250 -1.425 -0.671 0.25 0.94 1.17
C 3.235 -2.206 -1.471 -0.72 -2.16 1.03
C 2.165 -1.428 -2.009 -0.96 1.35 -0.82
N 1.349 -0.734 -2.447 0.28 -0.63 0.49
H 4.984 -2.156 -0.289 -0.19 0.57 -0.15
H 3.745 -0.936 0.210 0.54 -0.56 -0.79
H 4.753 -0.610 -1.230 -0.23 -0.69 0.12
H 2.720 -2.968 -0.772 0.69 1.02 -0.96
H 3.664 -2.820 -2.272 0.01 0.27 0.01
C 4.950 -2.116 5.448 -0.84 -0.12 -0.98
C 4.202 -2.646 4.370 0.16 0.56 0.00
C 3.176 -1.885 3.789 0.36 -0.05 0.43
C 2.852 -0.630 4.306 -0.66 0.96 -0.27
C 3.602 -0.064 5.316 0.52 -0.37 1.82
C 4.566 -0.884 5.954 0.44 0.76 -0.26
As 1.229 0.286 3.570 0.04 0.89 0.58
C 1.362 2.133 4.351 -0.13 -1.15 -0.08
C 2.481 2.790 3.872 -0.45 0.82 0.08
C 2.476 4.181 3.851 -0.11 -0.34 0.76
C 1.465 4.974 4.484 1.92 -0.40 -2.02
C 0.351 4.273 4.877 -0.40 -0.17 0.85
C 0.314 2.873 4.917 -0.29 -0.54 0.52
C -0.164 -0.311 4.772 -0.34 -1.56 -0.17
C -0.105 -0.149 6.166 -0.68 -0.64 -0.53
C -0.903 -0.914 6.988 -0.40 -0.74 -0.16
C -1.883 -1.801 6.465 1.05 0.70 0.52
C -1.883 -2.040 5.112 -0.08 0.34 -0.75
C -1.023 -1.288 4.245 -0.34 -0.86 0.83
H 5.866 -2.590 5.807 -0.62 -0.18 0.15
H 4.421 -3.635 3.982 0.13 0.12 -0.08
H 2.637 -2.195 2.896 -0.01 -0.45 0.28
H 3.447 0.966 5.734 -0.17 -1.17 -0.55
H 5.100 -0.544 6.840 -0.07 0.33 -0.26
H 3.354 2.206 3.547 -0.48 0.44 -0.38
H 3.264 4.534 3.228 0.73 1.24 0.27
H 1.670 6.071 4.529 -0.89 -1.02 -0.12
H -0.566 4.759 5.154 0.00 0.44 0.61
H -0.495 2.413 5.565 0.75 0.34 -1.60
H 0.569 0.537 6.615 0.77 0.39 0.22
H -0.625 -0.987 8.030 -0.53 0.49 0.31
H -2.574 -2.305 7.142 0.37 -0.10 -0.22
H -2.535 -2.860 4.773 0.36 0.67 -0.33
H -0.968 -1.589 3.190 -0.07 0.34 0.37
```
Positions in Å, forces in eV/Å.

Net charge: +1
E_LUMO (alpha / beta): -0.201 / -0.201 Eh
Frontier orbital gap (alpha / beta): 4.54 / 4.53 eV
Energy relative to the best compared isomer or geometry (same formula, charge and spin): 12.77 kcal/mol



Entry 3:
A structure of composition C33H49Br27ClF2I2N3O6S in a non-equilibrium geometry, computed with the ωB97M-V functional and the def2-TZVPD basis.

Geometry as XYZ:
```
124
Properties=species:S:1:pos:R:3:forces:R:3
C 1.255 -0.340 5.056 -0.27 0.61 0.37
C -0.217 -0.412 5.498 0.25 -0.53 0.42
C -0.983 -1.633 4.966 -0.15 0.28 -0.86
C -1.556 -1.408 3.541 1.04 -0.39 0.03
C -0.544 -1.883 2.487 -0.35 0.31 -0.39
C -1.028 -1.710 1.043 0.37 -0.56 -0.33
C 0.158 -1.879 0.053 -0.74 -0.20 0.38
C -0.082 -1.286 -1.355 0.10 0.03 0.69
C 0.771 -0.034 -1.749 -0.65 -1.85 -0.20
O 1.005 0.703 -0.531 -0.10 0.48 -0.58
C 0.211 1.723 -0.024 -0.10 -0.38 1.34
O -1.171 1.550 -0.048 0.05 -0.32 -0.16
C 0.602 1.766 1.489 0.06 0.10 -0.56
C 0.280 3.049 2.247 0.32 -0.34 0.36
C -1.191 3.332 2.414 -0.39 0.00 0.32
O -1.819 2.240 3.092 0.17 0.20 -0.29
C -3.152 2.151 2.653 -0.72 -0.11 -0.08
N 0.493 2.979 -0.775 -0.21 -0.21 0.38
C -0.464 4.003 -0.800 0.24 1.40 0.19
O -0.270 5.107 -0.371 -0.15 -0.74 -0.52
F -1.629 3.718 -1.387 0.52 -0.37 0.54
C 1.833 3.423 -0.864 0.57 0.83 -1.09
O 2.314 3.855 -1.863 -0.15 -0.32 1.05
F 2.569 3.344 0.259 -0.59 -0.29 -0.28
C 0.076 0.769 -2.906 0.60 0.35 -0.59
I -1.188 -0.447 -4.211 -0.02 0.21 0.15
C 0.987 1.670 -3.806 -0.58 0.16 -0.60
C 1.292 1.232 -5.244 0.43 0.40 -0.12
I -0.029 3.585 -4.104 0.23 -0.21 -0.31
C 2.266 -0.415 -2.084 -0.20 1.72 1.17
O 2.551 -0.927 -3.385 -0.32 -0.74 -0.18
C 1.971 -2.015 -3.813 -0.35 0.03 0.15
N 1.440 -2.960 -4.204 0.27 0.31 -0.23
N 2.978 -1.069 -0.963 0.56 -0.06 -0.54
S 4.059 0.039 -0.197 -0.02 0.27 -0.07
C 3.628 -2.331 -1.265 0.62 -0.83 0.36
Cl 2.409 -3.675 -1.363 0.13 0.11 0.06
C 4.678 -2.817 -0.246 -0.74 -0.68 -0.06
C 4.161 -2.972 1.183 0.62 0.56 -0.13
H 1.732 -1.320 5.071 -0.03 -0.02 -0.17
H 1.791 0.293 5.769 0.10 -0.05 -0.08
H 1.377 0.149 4.088 0.02 -0.27 -0.17
H -0.727 0.521 5.251 -0.09 -0.03 -0.05
H -0.210 -0.487 6.590 -0.04 0.09 -0.01
H -0.279 -2.466 4.882 -0.07 -0.12 0.30
H -1.779 -1.944 5.644 0.02 0.17 0.10
H -1.676 -0.337 3.373 -0.46 0.04 0.04
H -2.495 -1.941 3.386 -0.13 0.15 0.07
H 0.385 -1.317 2.597 0.04 0.01 0.14
H -0.279 -2.936 2.628 -0.01 0.01 0.15
H -1.716 -2.534 0.817 -0.26 0.21 0.04
H -1.591 -0.788 0.884 0.16 0.21 0.20
H 0.256 -2.957 -0.064 0.24 0.06 -0.03
H 1.065 -1.550 0.552 0.15 0.22 -0.30
H -1.150 -1.045 -1.399 0.06 0.18 -0.16
H 0.043 -2.083 -2.085 0.14 0.18 -0.19
H -1.460 0.912 -0.710 0.10 0.07 -0.10
H 1.665 1.535 1.564 -0.01 0.14 -0.02
H 0.065 0.923 1.919 -0.09 -0.02 0.06
H 0.820 3.896 1.825 -0.25 0.16 -0.13
H 0.701 2.942 3.254 -0.02 -0.11 -0.06
H -1.715 3.481 1.468 0.17 0.05 -0.16
H -1.352 4.237 3.012 0.12 0.06 -0.09
H -3.686 3.106 2.758 0.10 0.03 0.05
H -3.716 1.414 3.226 0.32 -0.08 0.16
H -3.207 1.861 1.599 0.14 0.01 0.03
H -0.683 1.436 -2.515 0.05 -0.21 0.39
H 1.927 1.958 -3.343 -0.18 -0.09 0.36
H 0.488 1.455 -5.942 -0.21 -0.23 0.18
H 1.603 0.197 -5.369 -0.37 0.08 0.30
H 2.133 1.844 -5.581 0.01 -0.04 0.02
H 2.711 0.580 -2.118 0.16 -0.13 -0.35
H 3.428 0.241 0.977 -0.25 -0.20 -0.26
H 4.126 -2.365 -2.236 -0.26 0.27 -0.13
H 4.902 -3.830 -0.595 0.13 0.07 -0.10
H 5.617 -2.273 -0.321 -0.16 0.32 0.10
H 3.274 -3.597 1.242 0.01 -0.07 -0.04
H 3.949 -2.009 1.651 -0.12 -0.03 -0.07
H 4.962 -3.410 1.772 -0.10 -0.20 0.06
C 4.522 -0.269 -7.832 0.04 -0.05 -0.02
Br 3.928 -0.527 -6.018 0.59 -0.17 -0.27
Br 5.877 1.093 -7.942 -0.04 -0.05 0.02
Br 5.099 -1.920 -8.636 -0.01 0.06 0.04
H 3.671 0.081 -8.398 0.00 0.00 0.01
C -2.936 7.159 -0.927 0.05 -0.04 -0.01
Br -2.668 8.232 0.648 -0.02 -0.03 -0.04
Br -4.610 6.206 -0.857 0.05 0.01 -0.02
Br -2.775 8.205 -2.536 -0.03 -0.06 0.05
H -2.148 6.419 -0.944 0.02 0.02 0.02
C 1.644 -7.737 -2.194 0.03 0.05 0.00
Br 0.696 -9.343 -2.669 0.03 0.05 0.04
Br 0.478 -6.434 -1.399 0.05 -0.30 0.24
Br 3.166 -8.112 -1.069 -0.04 0.01 -0.03
H 2.025 -7.307 -3.109 0.00 0.01 0.00
C 4.072 -4.846 4.997 -0.03 0.01 0.00
Br 4.258 -2.993 4.505 -0.02 -0.10 0.26
Br 2.397 -5.169 5.888 0.03 0.03 -0.04
Br 4.307 -6.022 3.490 -0.03 0.05 0.05
H 4.859 -5.070 5.703 0.00 0.00 0.00
C 4.650 3.651 3.428 -0.06 0.07 0.01
Br 4.922 2.016 2.446 0.12 0.02 0.14
Br 3.458 3.382 4.915 0.04 -0.01 -0.04
Br 6.318 4.434 3.976 -0.07 -0.06 -0.01
H 4.171 4.348 2.756 0.00 -0.01 -0.01
C -2.755 -5.925 -4.001 0.06 0.07 0.03
Br -3.402 -6.285 -2.220 0.01 0.00 -0.03
Br -1.186 -4.813 -3.981 -0.13 0.17 -0.28
Br -2.461 -7.550 -4.991 0.01 0.03 0.05
H -3.531 -5.376 -4.514 -0.03 -0.02 0.00
C -6.525 0.335 1.022 0.01 0.00 0.03
Br -7.255 0.878 2.718 0.10 -0.04 -0.11
Br -5.682 1.806 0.109 -0.07 0.02 -0.08
Br -5.319 -1.157 1.209 0.02 0.06 0.01
H -7.349 0.006 0.406 0.01 0.00 -0.01
C -2.653 4.936 -7.286 0.05 -0.03 0.04
Br -3.246 4.658 -5.478 -0.18 0.10 -0.05
Br -1.289 6.291 -7.379 -0.02 -0.05 0.02
Br -2.075 3.287 -8.099 0.00 0.04 0.03
H -3.501 5.293 -7.852 0.00 0.00 -0.01
C -10.295 0.528 5.551 -0.01 -0.03 0.00
Br -9.955 -1.202 4.778 0.00 0.06 0.05
Br -11.296 0.389 7.189 0.04 0.00 -0.04
Br -8.667 1.529 5.804 -0.07 -0.02 0.07
H -10.903 1.080 4.850 0.01 0.01 0.00
```
Positions in Å, forces in eV/Å.

E_LUMO: -0.012 Eh
Frontier orbital gap: 8.92 eV



Entry 4:
A structure of composition C20H30F12MnO15P2 in a non-equilibrium geometry, computed with the ωB97M-V functional and the def2-TZVPD basis.

Geometry as XYZ:
```
80
Properties=species:S:1:pos:R:3:forces:R:3
Mn 0.725 -0.830 0.266 0.05 0.11 0.80
P 2.035 2.830 1.175 -0.26 1.07 2.01
F 2.696 2.652 2.656 -0.35 -1.54 0.22
F 2.518 4.294 1.274 -0.45 3.57 0.16
F 3.491 2.550 0.575 0.71 -1.93 -0.82
F 1.524 3.135 -0.322 -1.14 -0.38 -0.08
F 1.511 1.313 1.051 0.54 -0.91 -0.01
F 0.596 3.174 1.979 1.02 -0.08 -1.62
P 1.430 -3.945 -0.216 0.59 -1.50 0.19
F 0.178 -4.047 -1.262 0.70 -0.05 0.49
F 1.719 -2.416 -0.917 0.88 -1.56 0.07
F 0.516 -3.046 0.828 0.24 0.04 0.09
F 2.729 -3.939 0.838 -1.57 0.85 -1.54
F 0.877 -5.244 0.569 0.42 0.02 -0.79
F 2.410 -4.790 -1.280 -1.41 1.43 1.10
C 7.729 -0.970 1.715 0.68 -0.43 0.27
C 6.495 -0.240 1.485 -2.29 1.15 0.59
C 6.200 0.207 0.083 0.31 0.53 0.75
O 4.771 0.155 0.057 1.30 0.64 -1.66
C 4.360 -0.795 0.870 -0.86 -0.31 0.39
O 3.256 -1.271 0.735 1.34 0.43 1.47
O 5.358 -1.058 1.790 -1.69 -0.88 -0.62
H 8.479 -0.232 1.999 0.52 -0.37 -0.49
H 7.868 -1.514 0.781 0.99 -0.24 0.25
H 7.631 -1.670 2.545 -0.05 0.03 -0.07
H 6.377 0.689 2.043 0.15 -0.22 0.80
H 6.704 -0.451 -0.624 -0.46 0.09 -0.54
H 6.563 1.235 0.072 -0.33 0.01 -0.97
C -2.813 1.214 5.072 -1.55 -0.89 0.17
C -2.349 -0.161 4.475 -3.72 1.89 1.52
C -3.122 -0.505 3.161 0.15 1.94 1.28
O -2.063 -0.811 2.304 1.19 -2.29 0.15
C -0.897 -0.799 2.975 2.11 3.10 -3.49
O 0.194 -0.930 2.365 -2.70 -0.26 2.35
O -1.043 -0.114 4.130 2.89 -2.07 -0.95
H -2.632 2.154 4.550 0.72 -0.41 -0.28
H -2.736 1.347 6.151 1.07 -0.16 0.00
H -3.900 1.136 5.048 -0.44 -0.07 -0.37
H -2.587 -0.915 5.224 0.46 -0.19 0.16
H -3.539 0.438 2.809 -0.40 -0.19 -0.30
H -3.911 -1.248 3.279 0.36 -0.25 -0.30
C 2.979 -0.053 -5.633 1.38 0.75 -2.74
C 2.945 0.949 -4.535 -2.16 -0.97 1.08
C 1.685 1.778 -4.519 0.03 2.26 -2.18
O 0.810 1.233 -3.618 -1.07 -1.84 3.20
C 1.513 0.464 -2.716 0.46 -0.29 2.25
O 1.187 0.085 -1.537 1.28 2.20 -6.49
O 2.725 0.226 -3.313 -0.15 -0.38 2.74
H 3.466 0.585 -6.371 0.78 -0.22 -0.65
H 2.134 -0.275 -6.285 -0.94 -0.22 1.20
H 3.607 -0.940 -5.557 -0.06 0.20 0.60
H 3.807 1.616 -4.514 0.23 -0.58 0.48
H 1.202 1.853 -5.494 -0.09 -0.48 -0.12
H 1.836 2.829 -4.275 0.39 0.02 0.49
C -5.282 2.375 -0.931 1.37 -0.92 -1.18
C -3.776 2.826 -0.791 -3.34 0.40 -1.43
C -3.639 3.679 0.459 0.35 -1.67 -1.75
O -2.475 3.040 0.967 1.64 1.16 2.34
C -2.062 1.944 0.316 0.15 -2.40 1.67
O -1.248 1.103 0.701 -1.36 2.83 -1.00
O -2.901 1.734 -0.687 0.18 -0.64 -0.63
H -5.943 3.194 -1.213 0.08 0.16 0.37
H -5.671 1.747 -0.130 0.18 0.60 0.71
H -5.358 1.640 -1.733 0.13 0.15 -0.52
H -3.457 3.375 -1.677 -0.21 0.06 -0.12
H -4.549 3.516 1.035 0.56 0.20 0.75
H -3.521 4.714 0.136 0.47 0.07 0.73
C -5.585 -2.724 0.200 -0.34 0.20 -0.38
C -4.281 -2.876 -0.530 -0.48 0.35 -1.18
C -4.276 -2.345 -1.966 -0.38 -0.75 0.89
O -2.977 -1.824 -2.088 2.50 1.93 0.26
C -2.317 -1.649 -0.841 -0.33 -1.88 -1.54
O -1.152 -1.313 -0.648 -3.02 -0.29 -1.20
O -3.135 -2.155 0.051 -0.49 -0.72 1.46
H -5.656 -3.431 1.027 -0.06 0.60 0.41
H -6.404 -2.981 -0.471 0.11 -0.70 -0.48
H -5.912 -1.694 0.342 0.59 0.22 0.92
H -4.147 -3.948 -0.677 1.17 -0.04 0.92
H -5.134 -1.695 -2.135 0.55 0.84 -0.13
H -4.383 -3.181 -2.658 0.17 0.07 -0.14
```
Positions in Å, forces in eV/Å.

Net charge: -1
2S+1: 7
E_LUMO (alpha / beta): 0.072 / 0.072 Eh
Frontier orbital gap (alpha / beta): 1.79 / 10.64 eV
<S²>: 12.00
Energy relative to the best compared isomer or geometry (same formula, charge and spin): 71.19 kcal/mol